{"formula": "C66H168N8O22", "method": "ωB97M-V with the def2-TZVPD basis set", "e_homo_ev": -8.236, "total_charge": 0, "lumo_ev": 0.303, "orbital_gap_ev": 8.5395, "e_tot_ev": -128112.4892, "species": ["C", "O", "C", "C", "N", "C", "C", "O", "C", "H", "H", "H", "H", "H", "H", "H", "H", "H", "H", "H", "H", "H", "H", "H", "C", "O", "C", "C", "N", "C", "C", "O", "C", "H", "H", "H", "H", "H", "H", "H", "H", "H", "H", "H", "H", "H", "H", "H", "C", "O", "C", "C", "N", "C", "C", "O", "C", "H", "H", "H", "H", "H", "H", "H", "H", "H", "H", "H", "H", "H", "H", "H", "C", "O", "C", "C", "N", "C", "C", "O", "C", "H", "H", "H", "H", "H", "H", "H", "H", "H", "H", "H", "H", "H", "H", "H", "C", "O", "C", "C", "N", "C", "C", "O", "C", "H", "H", "H", "H", "H", "H", "H", "H", "H", "H", "H", "H", "H", "H", "H", "C", "O", "C", "C", "N", "C", "C", "O", "C", "H", "H", "H", "H", "H", "H", "H", "H", "H", "H", "H", "H", "H", "H", "H", "C", "O", "C", "C", "N", "C", "C", "O", "C", "H", "H", "H", "H", "H", "H", "H", "H", "H", "H", "H", "H", "H", "H", "H", "C", "O", "C", "C", "N", "C", "C", "O", "C", "H", "H", "H", "H", "H", "H", "H", "H", "H", "H", "H", "H", "H", "H", "H", "C", "C", "C", "O", "H", "H", "H", "H", "H", "H", "H", "H", "C", "C", "C", "O", "H", "H", "H", "H", "H", "H", "H", "H", "C", "C", "C", "O", "H", "H", "H", "H", "H", "H", "H", "H", "C", "C", "C", "O", "H", "H", "H", "H", "H", "H", "H", "H", "C", "C", "C", "O", "H", "H", "H", "H", "H", "H", "H", "H", "C", "C", "C", "O", "H", "H", "H", "H", "H", "H", "H", "H"], "positions_angstrom": [[-3.92, -0.23, 5.98], [-4.06, -1.22, 4.99], [-2.89, -1.33, 4.17], [-2.97, -2.57, 3.33], [-3.19, -3.70, 4.12], [-2.03, -4.28, 4.76], [-2.40, -5.44, 5.64], [-3.31, -4.95, 6.61], [-3.58, -5.97, 7.58], [-4.75, -0.28, 6.69], [-3.98, 0.74, 5.48], [-3.05, -0.24, 6.63], [-2.06, -1.42, 4.88], [-2.71, -0.46, 3.55], [-2.32, -2.69, 2.46], [-3.92, -2.49, 2.80], [-3.93, -3.57, 4.80], [-1.39, -3.65, 5.38], [-1.39, -4.69, 3.98], [-1.46, -5.84, 6.03], [-2.91, -6.26, 5.14], [-2.87, -6.41, 8.28], [-4.14, -6.84, 7.22], [-4.31, -5.55, 8.27], [-9.05, -0.34, 0.09], [-8.78, 0.65, -0.90], [-8.61, 0.10, -2.15], [-8.44, 1.23, -3.18], [-7.14, 1.81, -3.46], [-6.58, 2.55, -2.30], [-5.16, 3.13, -2.63], [-3.94, 2.24, -2.63], [-3.65, 1.74, -3.93], [-8.35, -1.16, 0.07], [-10.09, -0.67, 0.14], [-9.07, 0.02, 1.12], [-9.41, -0.59, -2.39], [-7.75, -0.57, -2.11], [-9.24, 1.96, -3.01], [-8.68, 0.97, -4.21], [-6.59, 1.14, -3.99], [-6.42, 1.86, -1.47], [-7.28, 3.33, -2.00], [-4.88, 3.86, -1.87], [-5.20, 3.81, -3.47], [-4.46, 1.10, -4.28], [-2.76, 1.12, -3.83], [-3.55, 2.52, -4.68], [3.90, 4.88, 1.17], [3.48, 6.15, 0.66], [2.40, 6.15, -0.29], [2.31, 7.53, -1.11], [3.64, 7.78, -1.69], [3.68, 7.04, -2.93], [5.11, 6.78, -3.31], [5.87, 5.90, -2.42], [5.29, 4.58, -2.40], [3.05, 4.22, 1.39], [4.61, 5.00, 1.98], [4.51, 4.41, 0.41], [1.55, 5.90, 0.34], [2.51, 5.36, -1.02], [2.12, 8.25, -0.32], [1.52, 7.64, -1.86], [4.23, 7.19, -1.10], [3.23, 7.65, -3.71], [2.95, 6.24, -3.08], [5.74, 7.67, -3.33], [5.15, 6.31, -4.29], [6.10, 3.91, -2.13], [4.93, 4.32, -3.40], [4.44, 4.65, -1.72], [6.75, 0.51, 1.44], [6.33, -0.08, 0.17], [5.00, 0.33, 0.03], [4.59, 0.30, -1.45], [3.11, 0.31, -1.52], [2.71, 0.81, -2.82], [1.19, 0.63, -2.99], [0.92, -0.79, -2.74], [-0.49, -1.08, -2.89], [7.77, 0.17, 1.62], [6.16, 0.08, 2.25], [6.77, 1.58, 1.65], [4.70, 1.29, 0.45], [4.35, -0.39, 0.53], [4.85, -0.65, -1.92], [5.05, 1.11, -2.02], [2.72, -0.62, -1.46], [3.19, 0.36, -3.69], [2.78, 1.90, -2.78], [0.84, 0.90, -3.98], [0.69, 1.26, -2.25], [-0.69, -0.98, -3.96], [-1.13, -0.37, -2.36], [-0.83, -2.08, -2.63], [-2.06, -4.94, 0.47], [-2.10, -6.13, -0.40], [-3.12, -6.12, -1.37], [-2.92, -7.34, -2.37], [-3.31, -7.02, -3.71], [-2.94, -7.99, -4.68], [-3.85, -7.78, -5.92], [-5.13, -8.30, -5.59], [-6.14, -8.20, -6.55], [-1.83, -4.00, -0.04], [-1.46, -5.09, 1.37], [-3.10, -4.66, 0.65], [-3.18, -5.16, -1.88], [-4.06, -6.20, -0.81], [-3.36, -8.27, -2.01], [-1.89, -7.55, -2.64], [-4.28, -6.75, -3.76], [-2.88, -9.01, -4.30], [-1.86, -7.86, -4.81], [-3.46, -8.46, -6.67], [-3.90, -6.73, -6.22], [-6.85, -9.03, -6.53], [-5.92, -8.07, -7.61], [-6.71, -7.38, -6.12], [-9.39, -5.72, -6.02], [-8.28, -5.04, -5.42], [-7.38, -4.63, -6.38], [-6.01, -4.26, -5.76], [-6.16, -3.34, -4.62], [-4.92, -3.29, -3.81], [-4.82, -2.08, -2.79], [-4.50, -2.54, -1.47], [-3.97, -1.50, -0.55], [-9.69, -5.40, -7.02], [-10.34, -5.55, -5.51], [-9.21, -6.76, -6.32], [-7.81, -3.78, -6.91], [-7.13, -5.47, -7.02], [-5.30, -3.85, -6.48], [-5.64, -5.24, -5.44], [-6.82, -3.87, -4.06], [-4.10, -3.42, -4.52], [-4.96, -4.24, -3.28], [-5.72, -1.47, -2.92], [-3.95, -1.50, -3.09], [-3.04, -1.02, -0.85], [-3.79, -1.97, 0.42], [-4.76, -0.76, -0.39], [2.60, 3.17, 5.25], [2.29, 4.26, 4.48], [0.93, 4.36, 4.20], [0.63, 5.23, 2.94], [-0.66, 5.27, 2.31], [-1.76, 5.36, 3.30], [-3.16, 5.23, 2.60], [-3.14, 4.22, 1.58], [-3.10, 2.85, 1.98], [3.68, 3.12, 5.37], [2.30, 2.20, 4.83], [2.28, 3.35, 6.28], [0.21, 4.63, 4.97], [0.42, 3.43, 3.96], [1.32, 4.86, 2.19], [0.95, 6.26, 3.10], [-0.77, 4.52, 1.64], [-1.74, 6.25, 3.93], [-1.86, 4.56, 4.03], [-3.42, 6.11, 2.00], [-3.93, 4.97, 3.33], [-3.67, 2.24, 1.27], [-3.32, 2.59, 3.02], [-2.09, 2.48, 1.82], [-0.39, 6.07, -7.94], [0.51, 5.85, -6.92], [0.53, 4.45, -6.48], [-0.85, 3.93, -6.03], [-1.28, 4.68, -4.84], [-1.02, 4.04, -3.51], [-1.37, 4.94, -2.34], [-0.81, 6.26, -2.47], [-1.21, 7.11, -1.42], [-1.39, 6.22, -7.53], [-0.51, 5.16, -8.53], [-0.05, 6.86, -8.60], [1.22, 4.24, -5.66], [0.84, 3.82, -7.32], [-0.64, 2.94, -5.64], [-1.73, 3.96, -6.68], [-1.05, 5.66, -4.80], [0.06, 3.87, -3.52], [-1.57, 3.11, -3.38], [-0.97, 4.37, -1.50], [-2.44, 5.09, -2.22], [-1.48, 6.50, -0.55], [-2.09, 7.64, -1.80], [-0.43, 7.80, -1.12], [-0.29, 0.22, 0.30], [0.69, 1.01, 1.14], [1.84, 0.19, 1.82], [1.37, 1.86, 0.22], [0.30, -0.53, -0.21], [-1.03, 0.76, -0.29], [-0.92, -0.35, 0.98], [0.19, 1.66, 1.85], [2.47, 0.88, 2.38], [2.50, -0.43, 1.21], [1.43, -0.36, 2.66], [1.97, 1.30, -0.28], [4.18, -2.24, 3.01], [5.19, -2.86, 3.96], [6.42, -2.09, 4.30], [4.40, -3.24, 5.13], [3.21, -2.73, 2.96], [4.44, -2.01, 1.97], [3.68, -1.34, 3.38], [5.54, -3.83, 3.60], [6.19, -1.03, 4.33], [7.10, -2.33, 3.48], [6.79, -2.37, 5.28], [4.34, -2.56, 5.81], [5.54, -0.82, 8.17], [4.02, -0.59, 8.30], [3.41, 0.66, 7.75], [3.33, -1.64, 7.72], [5.89, -0.97, 7.15], [5.89, -1.63, 8.80], [5.88, 0.18, 8.41], [3.82, -0.65, 9.37], [2.36, 0.79, 7.98], [3.47, 0.66, 6.66], [3.79, 1.59, 8.17], [2.71, -1.96, 8.37], [3.43, -4.43, 0.04], [2.26, -3.96, -0.89], [0.93, -4.45, -0.37], [2.11, -2.52, -0.78], [4.44, -4.40, -0.37], [3.24, -5.49, 0.19], [3.43, -3.90, 1.00], [2.34, -4.28, -1.93], [0.14, -3.94, -0.93], [0.70, -4.47, 0.70], [0.77, -5.48, -0.67], [1.43, -2.35, -1.43], [8.92, -2.52, -1.37], [8.50, -3.57, -0.28], [6.98, -3.53, 0.00], [8.93, -4.82, -0.63], [8.39, -1.57, -1.27], [8.65, -2.86, -2.37], [9.97, -2.23, -1.35], [8.99, -3.31, 0.66], [6.71, -4.35, 0.67], [6.47, -3.79, -0.92], [6.60, -2.60, 0.42], [9.09, -5.30, 0.19], [8.49, 4.36, 5.93], [7.28, 3.90, 5.06], [7.28, 2.40, 4.86], [6.04, 4.15, 5.65], [8.57, 3.73, 6.83], [8.52, 5.40, 6.25], [9.47, 4.16, 5.48], [7.32, 4.35, 4.07], [8.22, 1.89, 4.68], [6.62, 2.02, 4.08], [7.00, 1.81, 5.74], [5.72, 4.88, 5.13]]}